[1]
Density functional theory data (wB97M-V/def2-TZVPD) for C3H7N3 in the gas phase in a non-equilibrium geometry.

HOMO energy	-0.319	Ha
E	-282.65359	Eh
energy above the lowest of the compared OMol25 structures with the same formula, charge and spin	3.2833	eV
spin multiplicity	1
Kohn-Sham gap	9.77	eV
SMILES	CN[C@]1(N)C=N1

Last column: Löwdin charge in e.
Geometry (Å):
C 1.166 -0.650 -0.919  -0.13
N -0.065 0.121 -0.797  -0.06
C -0.647 0.261 0.485  -0.59
N -1.256 -0.855 1.030  0.09
C -1.201 1.594 0.974  -0.08
N -0.105 1.281 1.532  0.14
H 1.387 -0.671 -1.949  0.05
H 2.196 -0.180 -0.382  0.13
H 1.024 -1.489 -0.264  0.05
H 0.133 0.998 -1.251  0.10
H -0.575 -1.486 1.284  0.04
H -2.115 -1.162 0.506  0.13
H -1.753 2.592 1.169  0.12

Atomic forces in eV per Å
C 1.89 2.10 3.33
N 0.78 0.74 -0.56
C -1.19 3.42 0.79
N -2.79 0.65 -0.65
C 1.57 0.75 0.66
N -0.78 -0.73 -1.13
H 0.31 -1.18 -1.01
H -2.57 -0.52 -1.23
H 0.16 -1.33 -0.84
H -0.52 0.45 0.17
H 1.00 -2.38 0.56
H 1.81 -0.02 0.81
H 0.35 -1.95 -0.89

[2]
Density functional theory data (wB97M-V/def2-TZVPD) for a molecular structure, C22H21BrCl2F5HgO7 in a non-equilibrium geometry.

HOMO energy (spin up / spin down)	0.023 / -0.068	Ha
E	-5524.73028	Eh
net charge	-2
spin multiplicity	2
Kohn-Sham gap (spin up / spin down)	3.54 / 6.02	eV

Last column: Löwdin charge in e.
Geometry (Å):
Hg -0.044 -1.311 -0.454  1.23
C 0.301 0.444 3.190  -0.13
O 0.219 1.191 1.992  -0.20
C -0.833 2.118 1.943  -0.21
C -2.124 1.510 1.418  -0.19
O -2.108 1.097 0.068  -0.15
C -2.148 2.082 -0.940  -0.19
C -0.832 2.323 -1.688  -0.19
O -0.260 1.093 -2.067  -0.24
C 0.173 1.008 -3.405  -0.11
H -0.625 -0.085 3.415  -0.03
H 1.090 -0.291 3.036  0.10
H 0.562 1.101 4.034  0.08
H -1.020 2.540 2.942  0.12
H -0.507 2.931 1.285  0.11
H -2.332 0.598 1.977  0.09
H -2.946 2.227 1.581  0.12
H -2.857 1.702 -1.677  0.11
H -2.535 3.033 -0.545  0.12
H -1.071 2.925 -2.575  0.12
H -0.112 2.881 -1.082  0.11
H -0.673 0.860 -4.087  0.08
H 0.725 1.905 -3.705  0.08
H 0.826 0.139 -3.464  0.09
Cl -1.150 -6.453 4.917  0.55
C -1.031 -5.031 3.890  -0.72
C -1.641 -3.862 4.322  -0.21
C -1.526 -2.742 3.483  -0.57
Cl -2.309 -1.272 4.023  0.67
C -0.856 -2.714 2.251  -0.39
O -0.833 -1.617 1.551  -0.24
C -0.213 -3.968 1.851  -0.16
C 0.526 -4.133 0.667  -0.27
O 0.827 -3.290 -0.250  -0.22
C -0.342 -5.105 2.709  -0.12
H -2.190 -3.818 5.250  0.07
H 0.921 -5.151 0.507  0.10
H 0.120 -6.037 2.406  0.09
F -1.171 -2.453 -3.145  -0.03
C -1.696 -2.048 -1.912  -0.36
F -2.215 -3.215 -1.371  -0.01
C -2.945 -1.273 -2.323  -0.58
F -2.635 -0.211 -3.105  0.10
F -3.826 -2.022 -3.055  0.10
F -3.636 -0.812 -1.269  0.13
Br 4.210 1.054 -4.179  0.74
C 3.702 2.115 -2.678  -0.61
C 3.810 3.491 -2.825  -0.16
C 3.491 4.317 -1.759  -0.12
C 3.060 3.758 -0.564  -0.10
C 2.924 2.382 -0.452  -0.02
C 3.234 1.529 -1.506  -0.16
C 3.155 0.000 -1.298  -0.68
O 4.233 -0.578 -1.460  -0.02
O 2.045 -0.496 -0.970  -0.10
H 4.148 3.906 -3.766  0.08
H 3.575 5.393 -1.866  0.09
H 2.816 4.399 0.275  0.09
H 2.550 1.935 0.458  0.12

Atomic forces in eV per Å
Hg -0.86 0.48 -1.14
C 0.02 -0.01 0.05
O 0.35 0.32 -0.33
C 0.05 -0.21 -0.15
C -0.13 -0.05 0.05
O 0.52 0.12 0.01
C -0.11 -0.12 -0.10
C -0.13 -0.22 0.19
O -0.15 0.21 0.10
C -0.02 -0.09 0.04
H 0.51 0.33 -0.19
H -0.03 0.00 0.06
H 0.06 0.07 -0.01
H -0.06 0.04 0.00
H 0.00 0.04 0.01
H -0.03 0.00 0.02
H 0.00 0.02 -0.01
H -0.09 0.09 0.00
H 0.08 0.03 -0.02
H -0.02 0.06 0.04
H 0.11 0.03 0.08
H 0.00 0.05 0.03
H 0.13 0.01 0.02
H 0.04 0.04 -0.03
Cl -0.01 -0.22 0.11
C -0.01 0.18 -0.07
C -0.03 -0.11 0.11
C 0.25 -0.14 -0.33
Cl -0.81 -0.27 0.30
C -0.10 0.14 0.17
O -0.22 -0.19 0.76
C 0.00 0.14 -0.17
C 0.10 0.12 -0.13
O 0.47 -1.14 0.28
C -0.03 0.02 0.01
H 0.01 0.03 0.00
H -0.04 -0.01 0.09
H 0.01 0.00 0.01
F 0.05 0.11 0.12
C 0.20 -0.17 -0.13
F 0.11 0.16 0.08
C -0.35 0.18 -0.08
F -0.11 -0.20 0.12
F 0.26 0.20 0.17
F 0.12 -0.15 -0.21
Br -0.09 0.03 0.01
C -0.05 -0.01 -0.01
C 0.00 -0.08 -0.01
C -0.01 0.06 0.03
C -0.05 -0.02 0.03
C -0.17 0.05 0.02
C -0.02 -0.26 -0.13
C 0.13 -0.27 -0.03
O -0.01 0.08 0.02
O 0.23 0.56 -0.01
H 0.00 -0.01 0.00
H 0.02 -0.02 0.00
H -0.01 -0.04 0.00
H -0.10 -0.02 0.12

[3]
Density functional theory data (wB97M-V/def2-TZVPD) for C5H10OS in the gas phase in a non-equilibrium geometry.

HOMO energy	-0.327	Ha
E	-669.88635	Eh
energy above the lowest of the compared OMol25 structures with the same formula, charge and spin	1.3631	eV
spin multiplicity	1
Kohn-Sham gap	9.64	eV
SMILES	C/C=C(\CO)CS

Last column: Löwdin charge in e.
Geometry (Å):
C 1.072 0.357 2.550  -0.08
C -0.108 0.331 1.593  -0.10
C -0.152 -0.381 0.451  -0.31
C 1.196 -0.869 -0.153  -0.22
O 2.162 0.150 -0.474  -0.05
C -1.402 -0.615 -0.342  -0.56
S -1.445 0.417 -1.775  0.75
H 0.955 -0.265 3.426  0.07
H 2.028 0.125 2.030  0.08
H 1.143 1.300 3.005  0.05
H -0.963 0.798 2.046  0.10
H 0.867 -1.477 -1.004  0.10
H 1.628 -1.638 0.471  0.11
H 1.696 0.930 -0.759  0.07
H -1.269 -1.610 -0.706  0.07
H -2.229 -0.579 0.257  0.05
H -1.678 1.597 -1.162  -0.12

Atomic forces in eV per Å
C 0.59 -0.51 -1.56
C 0.50 -1.32 0.53
C 1.51 1.35 1.11
C -1.56 -0.11 -0.40
O -0.34 -1.41 0.57
C 3.02 -0.02 -0.24
S -0.39 0.80 -1.05
H -0.31 -0.79 -0.06
H -0.62 0.14 0.53
H 0.33 1.69 0.32
H -0.74 0.00 -0.26
H 0.47 0.42 -0.67
H 0.62 0.30 0.57
H -0.45 0.34 -0.22
H -0.41 -0.84 -0.53
H -2.31 0.25 1.36
H 0.10 -0.28 0.01